Molecular formula: C22H23BCl3N10O2S2Sn
Method: DFT, ωB97M-V with the def2-TZVPD basis set

Calculated values
E_tot	-3966.42939	Eh
energy above the lowest of the compared OMol25 structures with the same formula, charge and spin	1.368	eV
highest occupied orbital energy	-0.1918	hartree
total charge	-1

The geometry in XYZ format:
```
64
Properties=species:S:1:pos:R:3:forces:R:3
Sn -0.606 0.840 -0.265 -0.21 -0.40 0.01
C -4.679 0.014 -3.102 0.12 0.57 -1.10
C -4.092 -0.589 -1.876 0.65 -1.12 1.41
C -3.318 -1.777 -1.885 0.21 0.33 -1.19
C -2.814 -2.383 -0.739 -0.67 0.89 -0.34
C -3.105 -1.869 0.510 -0.84 0.72 0.02
C -3.925 -0.722 0.565 0.83 -1.01 -0.64
C -4.362 -0.076 -0.604 0.10 0.44 0.52
H -5.603 -0.550 -3.369 0.50 0.67 0.08
H -3.982 -0.054 -3.961 -0.34 -0.25 0.38
H -4.866 1.116 -3.011 -0.19 -1.02 0.21
H -2.992 -2.218 -2.854 -0.48 0.39 0.64
H -2.216 -3.237 -0.877 0.75 -0.90 0.05
H -2.729 -2.314 1.435 -0.12 0.08 -0.38
H -4.155 -0.420 1.561 -0.34 0.85 0.36
H -4.836 0.914 -0.526 -0.11 -0.62 0.04
C 2.248 -2.450 -2.247 2.99 -0.17 -0.68
N 2.999 -1.930 -1.059 -2.26 -1.01 -0.37
C 4.292 -1.503 -0.911 0.20 -0.44 -1.29
C 4.379 -0.911 0.297 0.86 -0.35 -0.75
N 3.146 -1.007 0.861 -0.54 0.54 2.78
B 3.170 -0.681 2.448 0.03 -0.91 -1.09
N 1.795 -0.742 3.120 0.04 0.14 1.67
C 1.641 -1.438 4.329 -0.48 0.14 -1.51
C 0.520 -0.987 4.917 0.26 0.25 0.15
N 0.006 0.032 4.115 0.00 -1.18 1.45
C -1.138 0.857 4.426 -0.07 -0.12 0.84
C 0.835 0.192 3.096 0.39 0.41 -1.89
S 0.718 1.492 1.979 0.21 0.11 0.14
C 2.279 -1.666 0.073 1.40 0.65 -0.42
S 0.625 -1.957 0.249 -0.55 0.02 0.53
H 2.691 -1.859 -3.108 -1.17 -0.81 0.71
H 1.191 -2.368 -2.035 -0.06 0.45 -0.26
H 2.469 -3.533 -2.421 -0.06 0.93 0.16
H 4.992 -1.743 -1.701 0.11 0.34 0.28
H 5.272 -0.541 0.807 -0.71 -0.04 -0.12
H 3.699 0.369 2.561 0.10 0.58 0.11
H 3.841 -1.573 2.916 -0.03 -0.01 0.19
H 2.274 -2.272 4.544 0.23 -0.03 0.27
H 0.181 -1.207 5.902 -0.61 -0.13 0.23
H -0.760 1.722 5.004 -0.57 -0.10 -0.50
H -1.866 0.292 5.052 0.66 0.26 -0.45
H -1.606 1.121 3.488 -0.10 0.48 0.02
N 1.581 0.982 -1.089 0.39 0.62 1.29
N 1.894 2.338 -1.279 1.35 0.01 -0.18
C 1.027 3.299 -0.802 -1.30 1.61 -1.60
O 1.435 4.466 -0.824 -0.45 -1.01 0.83
O -0.218 2.900 -0.649 1.06 0.39 0.52
H 2.238 0.669 -0.372 -0.40 -0.77 -0.34
H 1.532 0.452 -1.948 0.40 -0.01 -0.24
H 2.872 2.622 -1.115 -0.80 -0.52 -0.29
Cl -0.529 6.585 3.875 -0.07 0.45 0.03
C -0.091 5.665 2.422 0.85 -0.13 0.07
Cl 1.572 5.002 2.695 -0.68 0.26 -0.34
Cl -0.124 6.680 0.952 -0.18 -0.62 0.80
C -1.032 4.545 2.401 -0.75 -0.97 -0.67
N -1.766 3.652 2.400 0.68 1.10 0.09
N -0.275 -0.043 -2.911 0.10 0.33 0.07
C -0.335 -0.807 -3.778 -0.67 -0.02 -0.15
C -0.445 -1.784 -4.754 1.06 -1.44 -1.43
C -1.229 -1.762 -5.951 -1.02 1.06 -0.17
N -1.880 -1.693 -6.915 0.72 -0.26 1.03
C 0.653 -2.703 -4.924 -0.38 0.32 0.27
N 1.508 -3.450 -5.139 -0.02 0.01 0.13
```
Positions in Å, forces in eV/Å.